(1)
C7H10N2 | ωB97M-V/def2-TZVPD

The HOMO-LUMO gap comes out at 0.3158 Eh. As for the SMILES: [H]/N=C/C=C.C=C(C)C#N.

```
! RIJCOSX wB97M-V def2-TZVPD def2/J DEFGRID3
* xyz 0 1
H 1.563 -0.826 -2.368
N 1.035 -1.037 -1.523
C 1.087 -0.112 -0.656
C 1.391 -0.451 1.016
C 2.428 0.045 1.661
H 1.654 0.812 -0.829
H 0.941 -1.409 1.236
H 2.974 0.909 1.307
H 2.778 -0.416 2.577
C -1.450 0.896 -1.548
C -1.192 0.410 -0.283
C -1.754 -0.925 0.190
C -1.280 1.393 0.791
N -1.699 2.166 1.539
H -1.080 0.325 -2.387
H -1.682 1.935 -1.725
H -2.820 -0.849 0.400
H -1.343 -1.185 1.166
H -1.549 -1.681 -0.563
*
```


(2)
C25H23BrN2O2PS2Ti | ωB97M-V/def2-TZVPD

The HOMO-LUMO gap (spin up / spin down) comes out at 0.1708 / 0.2337 Eh.

```
! RIJCOSX wB97M-V def2-TZVPD def2/J DEFGRID3
* xyz -1 3
Ti 0.145 0.285 -0.837
Br 0.234 -5.654 3.637
C 0.421 -3.971 2.764
C 1.544 -3.197 3.011
C 1.671 -1.974 2.371
C 0.700 -1.518 1.474
O 0.844 -0.346 0.892
C -0.461 -2.308 1.241
C -1.559 -1.900 0.405
N -1.604 -0.782 -0.309
C -2.712 -0.425 -1.023
C -3.990 -1.008 -0.900
C -5.062 -0.522 -1.636
C -4.938 0.542 -2.507
C -3.676 1.158 -2.673
C -3.453 2.265 -3.510
C -2.194 2.814 -3.626
C -1.143 2.239 -2.923
N -1.325 1.190 -2.127
C -2.552 0.654 -1.957
C -0.565 -3.544 1.902
H 2.311 -3.553 3.685
H 2.549 -1.357 2.513
H -2.389 -2.599 0.351
H -4.152 -1.811 -0.198
H -6.034 -0.987 -1.507
H -5.787 0.918 -3.062
H -4.289 2.681 -4.061
H -2.003 3.665 -4.265
H -0.122 2.591 -3.013
H -1.439 -4.160 1.731
S 2.332 1.188 -1.717
C 3.034 -0.422 -1.416
C 4.287 -0.538 -0.820
C 4.855 -1.774 -0.542
C 4.157 -2.929 -0.861
C 2.905 -2.832 -1.449
C 2.321 -1.601 -1.736
S 0.685 -1.515 -2.403
H 4.823 0.371 -0.571
H 5.830 -1.825 -0.073
H 4.572 -3.905 -0.641
H 2.346 -3.731 -1.679
C 0.072 4.405 1.678
P 0.384 2.635 1.556
C 2.163 2.438 1.499
C -0.147 1.916 3.119
O -0.383 2.029 0.419
H 0.608 4.833 2.526
H -0.997 4.578 1.798
H 0.402 4.896 0.762
H 2.605 2.909 2.380
H 2.576 2.867 0.587
H 2.388 1.371 1.478
H 0.404 2.314 3.972
H 0.020 0.841 3.041
H -1.214 2.094 3.255
*
```


(3)
C6H16 | ωB97M-V/def2-TZVPD

The HOMO-LUMO gap comes out at 0.4476 Eh. As for the SMILES: CCC.CCC.

```
! RIJCOSX wB97M-V def2-TZVPD def2/J DEFGRID3
* xyz 0 1
C 0.288 -1.768 -2.834
C 0.045 -1.633 -1.330
C 1.270 -1.961 -0.455
H -0.321 -2.542 -3.290
H -0.048 -0.907 -3.424
H 1.339 -1.982 -3.030
H -0.301 -0.628 -1.073
H -0.764 -2.301 -1.019
H 2.176 -1.814 -1.039
H 1.286 -1.394 0.470
H 1.209 -3.028 -0.249
C -0.421 1.333 2.724
C -0.207 1.414 1.235
C -0.942 2.619 0.632
H -1.374 1.787 3.024
H 0.338 1.828 3.329
H -0.578 0.313 3.091
H 0.874 1.492 1.071
H -0.586 0.562 0.671
H -0.904 3.473 1.324
H -0.666 2.978 -0.352
H -2.011 2.381 0.702
*
```


(4)
C42H30Cl3F2N3O2P2S2Sr | ωB97M-V/def2-TZVPD

The HOMO-LUMO gap comes out at 0.2172 Eh.

```
! RIJCOSX wB97M-V def2-TZVPD def2/J DEFGRID3
* xyz -2 1
Sr 0.321 -0.174 0.041
S 1.006 2.254 1.630
P 0.391 2.712 -0.295
C -0.916 1.827 -1.109
P -2.173 1.716 0.131
S -2.230 0.313 1.650
C -3.746 1.477 -0.784
C -4.964 1.510 -0.107
C -6.153 1.286 -0.781
C -6.140 1.009 -2.146
C -4.932 0.969 -2.823
C -3.740 1.208 -2.146
C -2.537 3.343 0.908
C -2.970 4.397 0.104
C -3.149 5.664 0.633
C -2.874 5.901 1.975
C -2.441 4.859 2.781
C -2.281 3.584 2.252
C 1.904 2.452 -1.332
C 1.759 2.257 -2.702
C 2.883 2.165 -3.512
C 4.152 2.215 -2.956
C 4.298 2.379 -1.586
C 3.179 2.516 -0.779
C 0.227 4.536 -0.428
C -0.316 5.068 -1.594
C -0.362 6.440 -1.785
C 0.128 7.295 -0.805
C 0.665 6.769 0.361
C 0.722 5.393 0.546
H -4.968 1.695 0.961
H -7.094 1.317 -0.243
H -7.069 0.825 -2.674
H -4.912 0.755 -3.886
H -2.786 1.209 -2.660
H -3.147 4.222 -0.951
H -3.482 6.474 -0.007
H -2.985 6.899 2.384
H -2.207 5.039 3.824
H -1.945 2.760 2.870
H 0.763 2.163 -3.123
H 2.764 2.021 -4.578
H 5.026 2.103 -3.587
H 5.286 2.384 -1.141
H 3.279 2.637 0.292
H -0.718 4.386 -2.337
H -0.786 6.844 -2.697
H 0.086 8.369 -0.950
H 1.041 7.431 1.133
H 1.132 4.963 1.453
F 5.924 -2.204 0.014
C 4.857 -1.946 -0.806
C 3.675 -1.476 -0.282
C 2.577 -1.192 -1.110
C 2.760 -1.389 -2.496
C 3.961 -1.908 -2.970
F 4.141 -2.197 -4.306
C 5.036 -2.191 -2.158
C 1.634 -1.048 -3.400
C 1.806 -0.731 -4.758
C 0.719 -0.359 -5.522
C -0.539 -0.308 -4.936
C -0.622 -0.636 -3.594
N 0.415 -0.994 -2.849
H 3.611 -1.372 0.799
H 5.954 -2.600 -2.554
H 2.795 -0.755 -5.187
H 0.853 -0.096 -6.566
H -1.423 -0.020 -5.491
H -1.581 -0.612 -3.086
O 1.026 -1.710 3.357
C 0.914 -2.696 2.638
C 0.717 -4.108 3.213
C 0.714 -4.985 1.976
C 0.892 -3.977 0.819
O 0.951 -4.353 -0.342
N 0.953 -2.700 1.282
H -0.226 -4.122 3.763
H 1.515 -4.318 3.926
H -0.226 -5.518 1.817
H 1.519 -5.721 1.931
Cl -4.006 -2.806 -2.963
C -3.714 -2.938 -1.207
Cl -3.991 -4.622 -0.689
Cl -4.775 -1.833 -0.341
C -2.325 -2.581 -0.943
N -1.234 -2.305 -0.728
*
```


(5)
C4H10N2O2 | ωB97M-V/def2-TZVPD

The HOMO-LUMO gap comes out at 0.3509 Eh. As for the SMILES: [H]/N=C(N)/C=C(/C)O.O.

```
! RIJCOSX wB97M-V def2-TZVPD def2/J DEFGRID3
* xyz 0 1
H -1.976 1.420 1.558
N -1.171 0.941 1.164
C -1.446 0.057 0.273
N -2.712 -0.254 -0.133
C -0.368 -0.695 -0.336
C 0.895 -0.656 0.140
C 2.037 -1.360 -0.521
O 1.232 0.044 1.224
H -2.850 -0.823 -0.949
H -3.476 0.340 0.145
H -0.597 -1.301 -1.195
H 1.727 -2.332 -0.915
H 2.395 -0.754 -1.352
H 2.848 -1.486 0.190
H 0.402 0.520 1.522
O 1.059 2.282 -0.616
H 1.758 1.909 -0.074
H 0.243 2.147 -0.124
*
```


(6)
C4H7NO3 | ωB97M-V/def2-TZVPD

The HOMO-LUMO gap comes out at 0.1150 Eh.

```
! RIJCOSX wB97M-V def2-TZVPD def2/J DEFGRID3
* xyz 0 1
C 3.767 0.112 -0.051
N 3.837 -1.010 -0.737
C -0.078 0.727 -0.028
C -1.575 0.758 -0.243
C -2.694 -0.045 0.112
O -2.328 -1.232 0.777
O -3.905 0.134 -0.147
O 2.621 0.654 0.164
H 4.615 0.694 0.449
H 4.682 -1.584 -0.502
H 0.307 0.773 1.044
H 0.533 -0.094 -0.489
H 0.376 1.719 -0.392
H -1.908 1.628 -0.823
H -3.086 -1.831 0.786
*
```


(7)
C3H17BeO6 | ωB97M-V/def2-TZVPD

The HOMO-LUMO gap comes out at 0.3091 Eh.

```
! RIJCOSX wB97M-V def2-TZVPD def2/J DEFGRID3
* xyz 1 1
Be 0.008 0.988 0.439
C -0.837 -1.217 -2.103
C 0.422 -1.193 -1.257
C 1.574 -0.421 -1.795
O 0.176 -0.474 -0.080
H -1.232 -0.235 -2.367
H -1.545 -1.865 -1.616
H -0.575 -1.473 -3.167
H 0.531 -2.227 -1.119
H 2.359 -0.451 -1.093
H 1.416 0.582 -2.002
H 1.950 -0.975 -2.616
O -0.880 2.116 -0.647
H -1.292 2.993 -0.538
H -1.585 1.648 -1.139
O 1.365 1.768 0.925
H 1.581 2.542 0.472
H 2.102 1.435 1.411
O 1.068 -0.764 2.503
H 0.311 -1.031 3.077
H 1.595 -0.306 3.170
O -1.198 1.140 1.732
H -0.875 1.292 2.642
H -2.017 1.552 1.572
O -1.683 -2.120 1.017
H -1.539 -1.917 1.952
H -1.191 -1.397 0.636
*
```